No. 1
Below is a molecular structure, C50H61CaN4S2Sb2, with properties calculated with the ωB97M-V functional and the def2-TZVPD basis.

XYZ file:
```
120
Properties=species:S:1:pos:R:3:mulliken_charge:R:1
Ca -1.070 0.740 -0.536 1.60
C -2.394 3.004 1.606 -0.80
C -1.210 3.486 0.992 0.27
C -1.426 3.332 -0.425 0.09
C -2.741 2.776 -0.583 -0.17
C -3.351 2.600 0.667 -0.76
C -4.802 2.304 0.981 1.92
C -5.583 1.939 -0.272 -2.00
C -5.474 3.550 1.587 -1.83
C -4.903 1.141 1.977 -1.47
C -0.813 4.082 -1.622 2.73
C -1.446 5.486 -1.586 -1.77
C 0.713 4.168 -1.623 -2.21
C -1.249 3.416 -2.922 -2.80
C -0.077 4.071 1.859 2.73
C -0.421 3.903 3.349 -2.25
C 1.252 3.332 1.609 -1.35
C 0.113 5.590 1.653 -2.00
H -2.559 3.043 2.678 0.57
H -3.277 2.703 -1.517 0.49
H -5.609 2.751 -0.987 0.40
H -6.604 1.686 -0.024 0.47
H -5.149 1.080 -0.792 0.14
H -5.376 4.409 0.920 0.36
H -5.012 3.841 2.526 0.33
H -6.530 3.381 1.759 0.48
H -4.577 0.228 1.504 0.11
H -5.940 0.975 2.279 0.50
H -4.315 1.310 2.871 0.30
H -1.176 5.997 -0.676 0.30
H -2.524 5.380 -1.618 0.30
H -1.115 6.074 -2.448 0.47
H 1.103 4.711 -0.757 0.25
H 1.047 4.675 -2.531 0.61
H 1.209 3.194 -1.619 0.12
H -2.321 3.456 -3.079 0.45
H -0.966 2.361 -2.990 0.81
H -0.773 3.911 -3.782 0.51
H -0.579 2.853 3.615 0.34
H -1.325 4.449 3.625 0.39
H 0.409 4.269 3.959 0.50
H 1.108 2.250 1.520 -0.11
H 1.944 3.490 2.433 0.64
H 1.751 3.677 0.711 0.05
H -0.818 6.127 1.828 0.34
H 0.452 5.881 0.660 0.32
H 0.835 5.967 2.374 0.50
N 0.625 0.587 -3.912 0.03
C -0.427 -0.246 -3.821 -0.12
N -1.131 -0.476 -2.724 0.24
C -2.143 -1.398 -2.986 -0.45
C -2.207 -1.814 -4.249 -0.87
S -0.969 -1.128 -5.200 -0.22
C -3.070 -1.844 -1.935 -0.32
C -4.070 -2.705 -2.156 -0.54
S -4.863 -3.082 -0.700 -0.28
C -3.770 -2.071 0.150 -0.34
N -2.895 -1.444 -0.615 1.12
N -3.835 -2.029 1.499 -0.07
H 1.200 0.864 -3.138 -0.42
H 1.101 0.634 -4.789 0.30
H -2.909 -2.506 -4.690 0.47
H -4.406 -3.155 -3.086 0.43
H -4.675 -2.406 1.903 0.25
H -3.411 -1.278 2.017 0.07
C 1.748 -2.658 -1.975 -1.31
C 1.213 -3.836 -1.162 -0.41
C -0.246 -3.683 -0.801 0.18
Sb -0.990 -4.072 1.169 1.04
C 0.369 -5.505 1.972 0.10
C 0.389 -5.607 3.358 -0.50
C 1.182 -6.547 3.982 -0.53
C 1.958 -7.416 3.232 -0.54
C 1.925 -7.329 1.851 -0.62
C 1.132 -6.371 1.221 -0.25
C 0.022 -2.342 1.993 -1.02
C -0.584 -1.087 1.916 -0.78
C -0.062 0.036 2.509 -0.25
C 1.124 -0.059 3.239 -0.66
C 1.742 -1.288 3.319 -0.93
C 1.212 -2.417 2.692 0.24
Sb 2.273 -1.084 -0.624 0.49
C 3.233 0.332 -1.917 0.47
C 3.468 1.579 -1.345 -0.70
C 4.142 2.554 -2.059 -0.28
C 4.555 2.301 -3.355 -0.78
C 4.301 1.069 -3.935 -0.62
C 3.649 0.083 -3.214 -0.31
C 4.073 -2.117 -0.096 0.80
C 4.854 -2.657 -1.097 -0.29
C 5.932 -3.463 -0.789 -0.77
C 6.230 -3.758 0.529 -0.58
C 5.460 -3.208 1.532 -0.53
C 4.393 -2.378 1.233 -0.52
H 1.013 -2.312 -2.697 0.41
H 2.639 -2.952 -2.519 0.73
H 1.821 -3.989 -0.258 0.14
H 1.377 -4.756 -1.726 0.51
H -0.893 -4.215 -1.491 0.64
H -0.535 -2.636 -0.898 -0.95
H -0.221 -4.948 3.958 0.39
H 1.187 -6.596 5.065 0.40
H 2.559 -8.183 3.717 0.40
H 2.522 -8.013 1.250 0.41
H 1.113 -6.297 0.141 0.35
H -1.534 -1.005 1.393 1.29
H -0.600 0.981 2.442 0.38
H 1.526 0.807 3.744 0.50
H 2.669 -1.378 3.866 0.62
H 1.747 -3.365 2.757 0.54
H 3.156 1.794 -0.331 0.27
H 4.314 3.519 -1.603 0.48
H 5.071 3.061 -3.911 0.44
H 4.630 0.880 -4.951 0.46
H 3.458 -0.885 -3.662 0.40
H 4.619 -2.470 -2.140 0.18
H 6.539 -3.880 -1.588 0.41
H 7.054 -4.416 0.773 0.41
H 5.698 -3.442 2.568 0.42
H 3.797 -1.927 2.002 0.48
```

## Properties
Multiplicity: 1
ΔE to the lowest compared entry with this formula, charge and spin, kcal per mole: 0.0
HOMO energy, eV: -9.4
Charge: +1

=====

No. 2
Below is a molecular structure, C50H63Cl2N4O5PSScSi, with properties calculated with the ωB97M-V functional and the def2-TZVPD basis.

XYZ file:
```
128
Properties=species:S:1:pos:R:3:mulliken_charge:R:1
Sc -0.407 -0.659 0.515 -0.59
C -3.283 1.889 1.238 0.85
C -1.926 2.232 1.781 0.27
C -1.714 3.442 2.421 -1.10
C -0.436 3.720 2.920 -1.43
C 0.572 2.804 2.768 -0.50
C 0.307 1.575 2.100 0.79
N -0.944 1.333 1.625 1.62
N 1.193 0.599 1.841 0.57
Si 2.628 0.321 2.730 0.38
C 4.003 1.634 2.655 -1.49
C 3.426 -1.274 2.114 -0.89
C 2.220 0.149 4.574 -1.16
H -3.943 2.756 1.283 0.69
H -3.708 1.071 1.812 -1.03
H -3.197 1.550 0.211 -1.36
H -2.523 4.155 2.517 0.40
H -0.239 4.666 3.413 0.33
H 1.576 3.003 3.125 0.23
H 4.717 1.399 1.862 0.27
H 4.549 1.660 3.604 0.53
H 3.631 2.645 2.463 0.34
H 4.443 -1.092 1.753 0.46
H 2.842 -1.696 1.289 -0.29
H 3.485 -2.023 2.910 0.51
H 1.615 0.995 4.919 0.18
H 3.123 0.104 5.192 0.44
H 1.642 -0.766 4.753 0.26
Cl -5.329 0.473 -5.385 -0.27
C -4.172 0.493 -4.077 -0.08
C -3.818 1.711 -3.491 -0.51
C -2.906 1.740 -2.469 1.13
Cl -2.486 3.275 -1.783 -0.16
C -2.251 0.561 -1.959 -0.67
O -1.348 0.616 -1.070 1.62
C -2.706 -0.657 -2.558 0.02
C -2.286 -1.936 -2.032 -0.41
O -1.593 -2.139 -1.059 -0.43
C -3.630 -0.670 -3.610 -1.12
H -4.250 2.636 -3.849 0.48
H -2.690 -2.807 -2.584 0.14
H -3.918 -1.624 -4.043 0.38
C 3.730 -3.810 -1.188 -1.65
C 2.542 -3.458 -2.098 1.91
C 3.068 -3.000 -3.463 -1.64
C 1.657 -4.698 -2.288 -1.75
C 1.749 -2.402 -1.441 0.46
C 1.139 -1.570 -0.791 0.36
H 4.329 -4.616 -1.626 0.44
H 3.373 -4.128 -0.206 0.28
H 4.368 -2.934 -1.044 0.21
H 3.639 -3.804 -3.937 0.52
H 3.722 -2.133 -3.351 0.19
H 2.241 -2.721 -4.118 0.22
H 2.242 -5.534 -2.685 0.43
H 0.843 -4.480 -2.984 0.33
H 1.214 -4.996 -1.337 0.30
C -6.230 -0.349 3.694 -0.99
O -5.018 -1.071 3.766 -0.39
C -3.904 -0.408 4.143 1.12
C -3.922 0.905 4.598 -0.62
C -2.763 1.513 5.056 -0.76
C -1.573 0.805 5.088 -0.28
C -1.553 -0.500 4.632 -0.52
C -2.694 -1.117 4.126 -0.05
N -2.578 -2.486 3.801 0.18
C -3.216 -3.254 2.946 -1.16
C -3.979 -2.912 1.820 0.86
C -5.006 -3.799 1.416 -0.70
C -5.858 -3.491 0.395 -1.12
C -5.686 -2.256 -0.278 -0.77
C -4.655 -1.416 0.026 -0.48
C -3.684 -1.734 1.036 0.82
O -2.636 -1.051 1.184 0.50
H -6.978 -1.060 3.353 0.28
H -6.164 0.470 2.974 0.33
H -6.522 0.047 4.671 0.37
H -4.845 1.468 4.591 0.37
H -2.800 2.542 5.392 0.31
H -0.665 1.265 5.454 0.33
H -0.632 -1.070 4.653 0.35
H -1.728 -2.919 4.187 0.40
H -3.099 -4.314 3.162 0.46
H -5.150 -4.705 1.998 0.40
H -6.663 -4.158 0.116 0.36
H -6.384 -1.982 -1.063 0.47
H -4.518 -0.488 -0.516 0.44
C 2.506 2.570 -5.033 -1.91
C 1.651 1.849 -3.992 2.43
C 1.682 0.339 -4.275 -2.14
C 0.204 2.334 -4.131 -2.11
P 1.980 1.985 -2.123 0.96
C 1.640 3.776 -1.805 -0.27
C 2.224 4.876 -2.438 -0.45
C 1.857 6.171 -2.100 -0.87
C 0.913 6.392 -1.104 -0.83
C 0.343 5.314 -0.445 -0.66
C 0.702 4.018 -0.800 0.23
C 3.854 1.894 -1.749 2.89
C 4.823 2.095 -2.910 -1.97
C 4.166 2.904 -0.643 -1.97
C 4.045 0.486 -1.171 -1.26
H 2.033 2.437 -6.013 0.51
H 3.513 2.164 -5.098 0.37
H 2.570 3.643 -4.850 0.21
H 1.246 0.128 -5.260 0.56
H 1.121 -0.212 -3.515 0.16
H 2.710 -0.036 -4.270 0.28
H -0.194 2.056 -5.114 0.61
H 0.124 3.417 -4.016 0.29
H -0.425 1.866 -3.373 0.18
H 2.988 4.727 -3.191 0.22
H 2.313 7.010 -2.614 0.43
H 0.631 7.406 -0.842 0.37
H -0.386 5.473 0.341 0.44
H 0.253 3.170 -0.294 0.45
H 4.699 3.072 -3.383 0.28
H 4.708 1.314 -3.665 0.29
H 5.850 2.036 -2.529 0.52
H 4.163 3.929 -1.012 0.34
H 5.158 2.693 -0.229 0.57
H 3.436 2.827 0.167 0.11
H 3.756 -0.283 -1.889 -0.48
H 3.412 0.342 -0.294 -0.22
H 5.094 0.326 -0.887 0.66
O 0.233 -3.455 4.277 -0.68
S 0.783 -3.010 2.954 0.13
N -0.023 -2.141 2.098 -0.21
```

## Properties
Multiplicity: 1
ΔE to the lowest compared entry with this formula, charge and spin, kcal per mole: 1.5
HOMO energy, eV: -4.9
Charge: -1

=====

Among the records above, which one has the highest ΔE to the lowest compared entry with this formula, charge and spin?
C50H63Cl2N4O5PSScSi

=====

Which of these has the lowest charge?
C50H63Cl2N4O5PSScSi